{"formula": "C4H14O2", "method": "wB97M-V/def2-TZVPD", "elements": ["C", "C", "C", "C", "H", "H", "H", "H", "H", "H", "H", "H", "H", "H", "H", "H", "O", "H", "H", "O"], "coordinates": [[-3.060, -2.261, 0.041], [-0.583, -0.602, 1.542], [-0.728, -1.377, 0.154], [-2.167, -0.974, -0.306], [-3.288, -2.264, 1.123], [-4.027, -1.960, -0.391], [-2.716, -3.163, -0.659], [-1.355, -1.088, 2.130], [0.418, -0.837, 1.944], [-0.706, 0.431, 1.487], [0.141, -1.189, -0.472], [-0.734, -2.476, 0.379], [-2.210, -0.505, -1.313], [-2.503, -0.227, 0.449], [4.003, 4.019, -2.476], [4.369, 5.324, -1.454], [3.775, 5.006, -2.185], [3.245, 1.441, -0.507], [4.370, 1.703, 0.344], [3.756, 1.000, 0.169]], "forces_ev_per_angstrom": [[-0.45, 1.40, -3.46], [1.49, -3.62, -0.98], [-0.49, 0.80, 1.69], [0.47, -1.18, 1.28], [0.89, -0.98, -0.55], [-0.17, -0.49, 0.09], [-0.62, 1.50, 2.44], [0.02, 0.39, 0.63], [-0.49, 0.21, 0.26], [-0.32, 1.69, -0.32], [-0.27, 0.28, -0.43], [0.23, 0.97, -0.20], [-0.33, -0.84, 0.51], [0.05, -0.13, -0.97], [-0.34, 3.48, 1.38], [-0.65, -1.05, -1.20], [1.00, -2.44, -0.20], [-0.70, -0.25, -0.42], [0.84, 0.28, 0.63], [-0.16, -0.02, -0.19]], "lowdin_charge": [-0.128, -0.113, -0.256, -0.267, 0.071, 0.045, 0.115, 0.061, 0.071, 0.039, 0.083, 0.094, 0.102, 0.084, 0.097, 0.046, -0.142, 0.022, 0.018, -0.042], "energy_ev": -8468.398, "molar_mass_g_mol": 94.2, "homo_energy_ev": -10.34, "de_lowest_ev": 1.962, "smiles": "CCCC.O.O", "orbital_gap_ev": 10.60}